(A)
ORCA calculation (the ωB97M-V functional and the def2-TZVPD basis) on an isolated molecule of C4H8.

Computed properties:
Molecular weight   56.108 g/mol
Net charge   0
2S+1   1
HOMO energy (spin up / spin down)   -0.290 / -0.272 hartree
Frontier orbital gap (spin up / spin down)   8.82 / 7.91 eV

XYZ file:
```
12
Properties=species:S:1:pos:R:3:lowdin_charge:R:1
C -1.304 -0.357 0.615 -0.1491
C -0.359 -1.014 -0.314 -0.1553
C 1.296 0.779 0.026 -0.0065
C 0.890 -0.350 -0.757 -0.3484
H -2.308 -0.787 0.502 0.0697
H -1.296 0.728 0.403 0.0782
H -1.055 -0.439 1.686 0.0756
H -0.417 -2.100 -0.409 0.0864
H 1.255 0.727 1.109 0.0586
H 1.551 1.735 -0.421 0.0483
H 1.560 -1.198 -0.464 0.1280
H 1.003 -0.244 -1.845 0.1145
```

(B)
ORCA calculation (the ωB97M-V functional and the def2-TZVPD basis) on a cluster of 2 separate species, C4H8 in total.

Computed properties:
Molecular weight   56.108 g/mol
Net charge   0
2S+1   1
HOMO energy   -0.370 hartree
Frontier orbital gap   11.21 eV
Structure (SMILES)   C=C.C=C

XYZ file:
```
12
Properties=species:S:1:pos:R:3:lowdin_charge:R:1
C -1.631 0.323 -3.036 -0.0895
C -0.525 -0.050 -2.380 -0.0921
H -1.685 1.043 -3.861 0.0474
H -2.574 -0.074 -2.644 0.0438
H 0.472 0.336 -2.624 0.0450
H -0.598 -0.806 -1.590 0.0455
C 1.696 0.066 2.448 -0.0833
C 0.487 -0.311 2.943 -0.0837
H 2.650 -0.201 2.917 0.0438
H 1.730 0.631 1.510 0.0393
H 0.437 -0.870 3.884 0.0409
H -0.457 -0.088 2.432 0.0429
```

Energy ordering: (B) at the bottom, the next structure 1.811 eV above.

(A)
ORCA calculation (the ωB97M-V functional and the def2-TZVPD basis) on a cluster of 2 separate species, C5H10NO3 in total.

Computed properties:
Molecular weight   132.139 g/mol
Net charge   +1
2S+1   1
HOMO energy   -0.517 hartree
Frontier orbital gap   9.35 eV

XYZ file:
```
19
Properties=species:S:1:pos:R:3:lowdin_charge:R:1
C 2.292 0.213 -0.056 -0.5418
C -2.113 0.045 0.973 0.0614
C -2.105 1.414 0.244 -0.2568
C -2.553 0.147 -0.426 -0.0994
C 3.306 -0.855 0.103 0.0511
N -2.662 -0.697 -1.382 0.2749
O 2.682 1.439 -0.327 0.1669
O -0.912 1.937 -0.052 0.0575
O 1.106 -0.024 0.022 0.0391
H -0.959 -0.302 0.880 0.1747
H -2.685 -0.241 1.805 0.1129
H -2.829 2.110 0.505 0.1461
H 4.199 -0.364 -0.051 0.0705
H 3.255 -1.509 -0.690 0.0723
H 3.036 -1.440 1.029 0.1389
H -2.598 -0.294 -2.310 0.1579
H -2.778 -1.733 -1.289 0.1905
H 2.202 2.241 -0.453 0.1294
H -0.259 1.299 0.259 0.0539
```

(B)
ORCA calculation (the ωB97M-V functional and the def2-TZVPD basis) on the ion C5H10NO3 with charge +1.

Computed properties:
Molecular weight   132.139 g/mol
Net charge   +1
2S+1   1
HOMO energy   -0.534 hartree
Frontier orbital gap   11.73 eV
Structure (SMILES)   OC[C@@H]1C[NH+]=C(O)OC1

XYZ file:
```
19
Properties=species:S:1:pos:R:3:lowdin_charge:R:1
O 0.833 -0.738 1.332 -0.0462
C -0.431 -0.098 1.403 -0.1757
C -0.788 0.474 0.019 -0.2321
C -0.776 -0.630 -1.040 -0.0778
N 0.607 -1.029 -1.271 0.1667
C 1.615 -0.285 -0.888 -0.4517
O 2.806 -0.794 -0.959 0.2402
O 1.524 0.960 -0.558 0.1094
C 0.216 1.538 -0.412 -0.0561
H 1.020 -1.167 2.175 0.1271
H -0.410 0.716 2.138 0.1367
H -1.206 -0.814 1.700 0.1356
H -1.781 0.920 0.078 0.1655
H -1.337 -1.499 -0.690 0.1459
H -1.217 -0.287 -1.980 0.1414
H 0.806 -1.992 -1.510 0.1900
H 3.503 -0.166 -0.697 0.1793
H -0.067 1.990 -1.368 0.1506
H 0.333 2.326 0.334 0.1514
```

Energy ordering: (B) at the bottom, the next structure 3.049 eV above.

(A)
ORCA calculation (the ωB97M-V functional and the def2-TZVPD basis) on a structure of composition H12O5S.

Computed properties:
Molecular weight   124.158 g/mol
Net charge   0
2S+1   1
HOMO energy   -0.375 hartree
Frontier orbital gap   3.33 eV

XYZ file:
```
18
Properties=species:S:1:pos:R:3:lowdin_charge:R:1
S -1.653 -1.690 0.305 0.7241
H -2.467 -2.435 1.047 -0.2085
H -1.001 0.181 -1.992 0.0678
H 2.107 2.210 -0.269 0.0171
H 1.991 0.488 -0.696 -0.0212
O 1.486 1.570 -0.530 -0.0981
H -0.602 0.286 1.048 -0.0381
H 0.175 1.580 0.661 0.0089
O -0.603 1.299 1.199 -0.1216
H 3.113 -0.664 -1.183 0.0591
H -0.382 0.253 -1.499 0.0283
O 2.190 -0.642 -0.903 -0.1044
H -3.025 0.186 -0.365 -0.0761
H -2.324 1.238 0.304 -0.0392
O -3.005 1.132 -0.339 -0.0553
H 1.718 -1.430 0.421 -0.0874
H 0.656 -1.926 1.464 0.0143
O 1.628 -1.636 1.327 -0.0697
```

(B)
ORCA calculation (the ωB97M-V functional and the def2-TZVPD basis) on a cluster of 6 separate species, H12O5S in total.

Computed properties:
Molecular weight   124.158 g/mol
Net charge   0
2S+1   1
HOMO energy   -0.357 hartree
Frontier orbital gap   9.79 eV
Structure (SMILES)   O.O.O.O.O.S

XYZ file:
```
18
Properties=species:S:1:pos:R:3:lowdin_charge:R:1
O 2.539 -1.583 -1.111 0.0276
H 1.983 -1.273 -0.492 -0.0277
H 3.448 -1.335 -1.168 0.0657
O -0.864 -0.851 -2.533 -0.1132
H -0.676 -0.829 -3.458 0.0171
H -1.634 -1.640 -2.510 0.1715
O -0.352 0.444 0.182 -0.1342
H -1.070 0.443 -0.560 0.0705
H 0.233 -0.383 -0.065 0.0667
O 0.878 -3.393 -2.342 -0.1193
H 0.667 -2.442 -2.529 -0.0023
H 1.686 -3.094 -1.845 0.0119
O 1.349 1.822 2.396 -0.0721
H 0.783 2.174 1.670 0.0378
H 0.958 0.971 2.513 -0.0001
S -3.687 3.225 4.118 0.4087
H -3.507 3.748 2.896 -0.2425
H -2.736 3.999 4.839 -0.1663
```

Energy ordering: (B) at the bottom, the next structure 7.207 eV above.

(A)
ORCA calculation (the ωB97M-V functional and the def2-TZVPD basis) on an isolated molecule of C2H4N2O2S.

Computed properties:
Molecular weight   120.133 g/mol
Net charge   0
2S+1   1
HOMO energy   -0.362 hartree
Frontier orbital gap   10.13 eV
Structure (SMILES)   O=C(/C=N\O)NS

XYZ file:
```
11
Properties=species:S:1:pos:R:3:lowdin_charge:R:1
O -0.867 1.982 -0.031 0.0519
C -0.344 0.893 -0.094 -0.5830
C 1.149 0.883 -0.127 -0.0634
N 2.021 -0.052 -0.201 0.0276
O 1.408 -1.289 -0.009 -0.0945
N -0.979 -0.290 -0.044 -0.3515
S -2.664 -0.463 -0.216 0.7793
H 1.504 1.966 -0.158 0.1478
H 2.179 -1.900 -0.036 0.1241
H -0.452 -1.152 -0.219 0.0720
H -2.956 -0.578 1.135 -0.1103
```

(B)
ORCA calculation (the ωB97M-V functional and the def2-TZVPD basis) on an isolated molecule of C2H4N2O2S.

Computed properties:
Molecular weight   120.133 g/mol
Net charge   0
2S+1   1
HOMO energy   -0.340 hartree
Frontier orbital gap   9.59 eV
Structure (SMILES)   [H]/N=C(\NO)SC=O

XYZ file:
```
11
Properties=species:S:1:pos:R:3:lowdin_charge:R:1
H 3.078 0.711 -0.260 0.0033
N 2.500 -0.072 -0.297 0.0678
C 1.234 0.103 0.041 -0.6889
N 0.431 1.224 -0.148 -0.1327
O -0.631 1.483 0.664 -0.1301
S 0.155 -1.327 0.204 0.9834
C -1.541 -0.726 -0.115 -0.5550
O -2.062 0.244 -0.570 -0.0457
H 1.096 1.904 -0.563 0.1561
H -1.434 1.895 -0.020 0.2254
H -2.347 -1.420 0.384 0.1164
```

(C)
ORCA calculation (the ωB97M-V functional and the def2-TZVPD basis) on a cluster of 2 separate species, C2H4N2O2S in total.

Computed properties:
Molecular weight   120.133 g/mol
Net charge   0
2S+1   1
HOMO energy   -0.341 hartree
Frontier orbital gap   8.31 eV

XYZ file:
```
11
Properties=species:S:1:pos:R:3:lowdin_charge:R:1
C -0.704 2.510 2.167 -0.0040
C -0.621 1.384 1.601 -0.2218
N 0.985 -1.890 -3.529 -0.3081
N -0.279 0.487 0.861 0.0213
O -0.225 -0.867 1.301 -0.0814
O 0.127 -2.390 -1.193 -0.5091
S 0.295 -1.441 -2.304 0.8588
H -1.669 3.143 2.140 0.0990
H 0.244 2.997 2.225 0.0561
H 0.082 -1.447 0.532 0.0490
H 1.765 -2.486 -3.801 0.0403
```

Energy ordering: (A) at the bottom, the next structure 2.188 eV above.

(A)
ORCA calculation (the ωB97M-V functional and the def2-TZVPD basis) on a structure of composition C2H7N4O.

Computed properties:
Molecular weight   103.105 g/mol
Net charge   +1
2S+1   1
HOMO energy   -0.552 hartree
Frontier orbital gap   11.95 eV

XYZ file:
```
14
Properties=species:S:1:pos:R:3:lowdin_charge:R:1
C 1.154 0.277 -0.047 -0.3648
C -0.857 -1.355 0.198 0.0048
N 1.629 -0.032 -1.101 0.2662
N -1.569 0.769 -0.805 0.1247
N 1.420 0.755 1.116 0.2107
N -0.688 0.074 0.049 -0.2290
O -1.455 1.091 0.568 0.0551
H -2.001 -1.533 0.209 0.1430
H -0.404 -1.927 -0.560 0.0855
H -0.606 -1.779 1.191 0.1218
H 1.511 -0.159 -2.090 0.1209
H -1.385 1.494 -1.516 0.1611
H 2.431 0.970 1.146 0.1698
H 0.821 1.355 1.642 0.1302
```

(B)
ORCA calculation (the ωB97M-V functional and the def2-TZVPD basis) on a cluster of 2 separate species, C2H7N4O in total.

Computed properties:
Molecular weight   103.105 g/mol
Net charge   +1
2S+1   1
HOMO energy   -0.526 hartree
Frontier orbital gap   10.15 eV

XYZ file:
```
14
Properties=species:S:1:pos:R:3:lowdin_charge:R:1
C -2.031 -0.694 -0.733 -0.3813
C 1.054 0.089 1.218 -0.1279
N -2.416 0.176 -1.415 0.2079
N 1.416 0.663 0.148 0.0239
N -1.265 -1.537 -0.205 0.0905
N 0.909 0.378 -1.111 0.0762
O 1.261 0.543 2.420 0.1953
H -3.018 0.974 -1.104 0.1376
H 1.854 1.645 0.074 0.2368
H -1.790 -2.378 0.057 0.0976
H 0.204 -0.553 0.993 0.1286
H 0.110 -0.251 -1.105 0.0411
H 1.614 0.036 -1.819 0.1529
H 2.097 0.911 2.581 0.1208
```

(C)
ORCA calculation (the ωB97M-V functional and the def2-TZVPD basis) on a cluster of 2 separate species, C2H7N4O in total.

Computed properties:
Molecular weight   103.105 g/mol
Net charge   +1
2S+1   1
HOMO energy (spin up / spin down)   -0.489 / -0.489 hartree
Frontier orbital gap (spin up / spin down)   9.00 / 9.00 eV

XYZ file:
```
14
Properties=species:S:1:pos:R:3:lowdin_charge:R:1
C 0.959 0.908 -0.233 -0.1607
C -1.554 -2.200 0.268 0.0888
N -2.132 -0.071 -0.499 -0.0603
N 1.161 0.303 0.922 0.2202
N -1.548 -0.985 0.085 -0.0265
N 1.634 1.779 -0.915 0.2503
O -1.924 1.107 -0.149 -0.0790
H -2.136 -2.630 1.058 0.1022
H 0.056 0.638 -0.559 0.0548
H -0.817 -2.883 -0.109 0.0964
H 0.443 -0.327 1.157 0.0781
H 2.028 0.097 1.441 0.1646
H 2.549 2.024 -0.730 0.1158
H 1.280 2.238 -1.738 0.1553
```

(D)
ORCA calculation (the ωB97M-V functional and the def2-TZVPD basis) on a cluster of 2 separate species, C2H7N4O in total.

Computed properties:
Molecular weight   103.105 g/mol
Net charge   +1
2S+1   1
HOMO energy   -0.448 hartree
Frontier orbital gap   8.40 eV

XYZ file:
```
14
Properties=species:S:1:pos:R:3:lowdin_charge:R:1
C 1.469 1.183 0.269 -0.0611
C -1.881 -1.053 0.142 -0.3446
N 2.605 0.834 0.958 0.1331
N -2.781 -1.237 -0.737 0.2178
N -0.355 0.052 -0.957 -0.0320
N 0.739 0.135 -0.161 -0.1155
O -1.517 -1.127 1.236 0.2037
H 1.036 2.128 0.093 0.1363
H 3.350 1.407 1.319 0.1224
H 3.004 -0.062 0.838 0.0976
H -2.366 -0.960 -1.716 0.1957
H -3.667 -1.589 -0.521 0.1291
H -0.739 1.088 -0.999 0.1182
H 1.104 -0.801 0.235 0.1991
```

Energy ordering: (B) at the bottom, the next structure 0.098 eV above.

(A)
ORCA calculation (the ωB97M-V functional and the def2-TZVPD basis) on a cluster of 3 separate species, C3H14N2O2S in total.

Computed properties:
Molecular weight   142.224 g/mol
Net charge   0
2S+1   1
HOMO energy   -0.340 hartree
Frontier orbital gap   9.89 eV
Structure (SMILES)   NC[C@H](N)CS.O.O

XYZ file:
```
22
Properties=species:S:1:pos:R:3:lowdin_charge:R:1
N 0.422 -1.769 -1.236 -0.0341
C 1.434 -0.696 -0.751 -0.2036
C 0.761 0.335 0.349 -0.3513
N 0.044 1.261 -0.664 -0.0525
C 1.835 1.227 1.167 -0.5508
S 1.203 1.763 2.789 0.7088
H -0.622 -1.424 -1.340 0.0632
H 0.375 -2.450 -0.447 0.0607
H 1.853 -0.057 -1.595 0.1077
H 2.217 -1.222 -0.204 0.0899
H 0.053 -0.174 0.989 0.0976
H 0.660 1.540 -1.494 0.0922
H 0.022 2.290 -0.272 0.1127
H 2.130 2.017 0.419 0.0760
H 2.873 0.904 1.171 0.0522
H 0.227 0.898 2.877 -0.1771
O -2.230 -0.378 -1.213 -0.0212
H -1.651 0.297 -1.044 -0.0536
H -2.414 -0.287 -2.118 0.0451
O -3.133 -1.695 1.074 -0.0826
H -2.690 -1.632 0.247 -0.0414
H -3.369 -0.749 1.296 0.0622
```

(B)
ORCA calculation (the ωB97M-V functional and the def2-TZVPD basis) on a cluster of 3 separate species, C3H14N2O2S in total.

Computed properties:
Molecular weight   142.224 g/mol
Net charge   0
2S+1   1
HOMO energy   -0.326 hartree
Frontier orbital gap   9.04 eV
Structure (SMILES)   NC[C@H](N)CS.O.O

XYZ file:
```
22
Properties=species:S:1:pos:R:3:lowdin_charge:R:1
N 1.139 -1.696 -0.538 0.0019
C 1.597 -1.576 0.837 -0.2690
C 1.783 -0.152 1.365 -0.5096
N 2.487 -0.084 2.641 0.0275
C 0.452 0.577 1.474 -0.5553
S 0.612 2.374 1.604 0.6997
H 1.841 -1.375 -1.190 0.0691
H 0.264 -1.224 -0.698 0.0494
H 2.519 -2.147 0.892 0.1084
H 0.906 -2.107 1.504 0.1169
H 2.405 0.381 0.638 0.1277
H 3.421 -0.467 2.521 0.0738
H 2.035 -0.647 3.365 0.0823
H -0.093 0.184 2.335 0.0753
H -0.153 0.341 0.606 0.0489
H 1.946 2.376 1.713 -0.1471
O -2.483 2.357 -4.948 -0.0713
H -2.261 2.028 -4.061 0.0334
H -3.419 2.580 -4.816 0.0380
O -5.153 -0.236 -1.689 -0.0685
H -4.349 -0.416 -2.200 0.0336
H -5.497 -1.073 -1.355 0.0348
```

Energy ordering: (B) at the bottom, the next structure 1.503 eV above.